# 1
Formula: C23H24N2O3
Source: OMol25
Level of theory: the ωB97M-V functional and the def2-TZVPD basis

The geometry in XYZ format:
```
52
Properties=species:S:1:pos:R:3:forces:R:3
O 0.540 -2.004 -1.965 0.0 -0.3 -0.2
O -1.538 0.713 -2.586 0.0 0.0 0.0
O -2.146 0.220 1.917 -0.1 0.1 0.0
N -1.727 0.131 -0.364 0.1 -0.4 -0.2
N 1.155 -0.539 -0.393 0.4 0.2 0.0
C 2.502 -0.601 -0.961 0.1 -0.3 -0.4
C -1.137 -3.647 0.220 -0.2 0.0 0.0
C -2.757 3.428 -1.556 0.1 -0.1 0.0
C -2.625 2.075 0.444 -0.1 0.4 -0.5
C 4.337 1.078 -1.357 -0.1 0.0 0.0
C 5.100 2.487 0.429 0.1 0.1 0.0
C -1.452 -4.522 1.432 0.2 0.2 -0.2
C -1.834 -4.192 -1.024 0.3 0.1 0.1
C -3.304 4.442 -0.775 0.0 0.0 -0.1
C -1.848 0.992 -1.459 0.0 0.1 -0.2
C -1.554 -2.204 0.532 0.3 -0.1 0.0
C 5.189 2.062 -0.886 0.1 0.0 0.0
C 4.153 1.934 1.274 0.0 0.0 0.0
C -3.165 3.079 1.220 0.1 -0.1 0.0
C 3.306 0.941 0.810 0.0 0.0 0.0
C 2.227 0.311 1.633 -0.1 0.1 -0.1
C -2.423 2.248 -0.926 -0.2 0.3 0.6
C -2.165 0.714 0.816 0.0 0.0 0.3
C 0.950 0.265 0.790 -0.2 0.2 0.4
C -1.246 -1.225 -0.605 -0.1 -0.3 -0.2
C -3.505 4.270 0.586 0.0 -0.1 0.1
C 3.396 0.511 -0.512 0.0 0.1 0.1
C 0.230 -1.279 -1.037 -0.4 0.0 0.0
H -2.524 -4.541 1.617 -0.2 0.0 0.1
H -0.057 -3.670 0.043 0.0 0.0 0.0
H -3.579 5.378 -1.238 0.0 0.1 0.0
H 2.955 -1.562 -0.675 0.0 0.1 -0.1
H 0.144 -0.155 1.390 0.0 0.1 -0.1
H -3.319 2.937 2.278 0.0 0.0 0.1
H -2.599 3.553 -2.616 0.0 0.0 -0.1
H -1.781 -1.564 -1.503 0.2 0.1 0.2
H -1.450 -3.711 -1.919 0.0 0.0 -0.1
H 2.510 -0.709 1.910 0.0 0.0 0.1
H 0.681 1.295 0.509 0.0 -0.1 0.1
H -3.933 5.075 1.165 0.0 0.1 0.0
H 4.074 2.268 2.298 0.0 0.0 0.1
H -0.958 -4.144 2.324 0.0 0.0 0.1
H 2.043 0.876 2.546 0.0 0.0 0.0
H 5.765 3.255 0.795 0.1 0.1 0.0
H -2.629 -2.176 0.725 0.0 0.0 0.1
H -1.649 -5.260 -1.114 0.0 -0.1 -0.1
H 4.403 0.746 -2.383 0.0 0.0 -0.1
H 2.401 -0.610 -2.050 0.1 0.0 0.2
H -1.052 -1.892 1.449 -0.1 0.0 0.0
H 5.923 2.499 -1.546 0.1 0.0 -0.1
H -1.116 -5.542 1.261 0.0 -0.1 0.0
H -2.909 -4.034 -0.964 -0.2 0.0 0.0
```
Positions in Å, forces in eV/Å.

Computed properties:
Charge: 0
SMILES string: CC(C)C[C@H](C(=O)N1CCc2ccccc2C1)N1C(=O)c2ccccc2C1=O
Total energy, Ha: -1226.14998
Relative energy (zero: lowest compared OMol25 entry of this formula, charge and spin), eV: 0.597
HOMO energy, eV: -9.084
HOMO-LUMO gap, eV: 8.61


# 2
Formula: C2H2ClOP
Source: OMol25
Level of theory: the ωB97M-V functional and the def2-TZVPD basis

The geometry in XYZ format:
```
7
Properties=species:S:1:pos:R:3:forces:R:3
Cl -1.421 2.048 0.157 -4.2 0.1 -0.3
P -1.778 -1.674 0.204 0.4 -0.1 0.1
O 1.378 0.437 0.388 -0.8 -1.2 -1.2
C 0.906 -0.547 -0.184 1.8 0.2 1.0
C -0.323 -1.188 0.126 -1.4 0.3 0.0
H 1.477 -1.171 -0.913 0.1 0.8 0.0
H -0.239 2.095 0.221 4.1 0.1 0.3
```
Positions in Å, forces in eV/Å.

Computed properties:
Charge: 0
SMILES string: O=CC#P.Cl
Total energy, Ha: -954.10778
Relative energy (zero: lowest compared OMol25 entry of this formula, charge and spin), eV: 1.079
HOMO energy, eV: -10.480
HOMO-LUMO gap, eV: 9.19


# 3
Formula: C4H6O
Source: OMol25
Level of theory: the ωB97M-V functional and the def2-TZVPD basis

The geometry in XYZ format:
```
11
Properties=species:S:1:pos:R:3:forces:R:3
O 1.089 0.744 0.965 0.0 0.3 0.2
C -1.367 -0.168 0.267 0.1 0.2 0.4
C -1.420 0.696 1.244 0.1 -0.3 -0.4
C 0.964 0.254 -0.354 0.0 -0.1 -0.3
C -0.141 -0.791 -0.357 0.0 -0.1 -0.1
H -2.377 -0.414 -0.066 -0.1 0.0 0.0
H 0.169 -1.662 0.232 0.0 0.1 0.0
H 0.782 1.657 0.986 0.1 0.0 0.1
H 0.715 1.073 -1.038 0.0 -0.2 0.0
H 1.916 -0.187 -0.668 -0.1 0.1 0.1
H -0.337 -1.148 -1.373 -0.1 0.1 0.1
```
Positions in Å, forces in eV/Å.

Computed properties:
Charge: 0
Total energy, Ha: -231.10437
Relative energy (zero: lowest compared OMol25 entry of this formula, charge and spin), eV: 3.248
HOMO energy, eV: -10.047
HOMO-LUMO gap, eV: 10.27